# 1
DFT (ωB97M-V/def2-TZVPD) results for a molecular structure, C39H30BrCl2CsF10N6O2S.

Geometry as XYZ:
```
92
Properties=species:S:1:pos:R:3:lowdin_charge:R:1
Cs -0.3877 0.6161 0.3169 0.952
C 3.0174 -0.0705 2.6799 -0.112
N 1.6308 -0.3500 2.9854 -0.238
C 1.4731 -1.7286 3.4352 -0.218
C 0.0410 -2.2404 3.3804 -0.265
N -0.3473 -2.4816 2.0086 0.015
C -1.5302 -3.0079 1.7722 -0.258
C -1.8338 -3.4497 0.4377 -0.172
F -0.8628 -3.3328 -0.4989 0.037
C -3.0235 -4.0035 0.0466 -0.173
F -3.1978 -4.3948 -1.2366 0.074
C -4.0640 -4.1927 0.9475 -0.188
F -5.2456 -4.7352 0.5592 0.057
C -3.8355 -3.8099 2.2532 -0.184
F -4.8172 -3.9781 3.1640 0.081
C -2.6361 -3.2517 2.6534 -0.149
F -2.5630 -2.9080 3.9688 0.046
C 1.1106 0.6089 3.9517 -0.207
C 0.7568 1.9723 3.3218 -0.296
N -0.6190 2.1073 2.9115 -0.100
C -1.5675 2.2969 3.8107 -0.241
C -2.9249 2.3831 3.3516 -0.157
F -3.1559 2.2591 2.0261 0.056
C -4.0071 2.5911 4.1649 -0.169
F -5.2456 2.6634 3.6374 0.083
C -3.8563 2.7356 5.5404 -0.179
F -4.9279 2.9472 6.3465 0.054
C -2.5772 2.6613 6.0462 -0.175
F -2.3886 2.7952 7.3777 0.074
C -1.4827 2.4579 5.2265 -0.139
F -0.2735 2.3912 5.8580 0.039
H 3.6709 -0.1933 3.5654 0.083
H 3.1364 0.9545 2.3262 0.073
H 3.3733 -0.7437 1.8980 0.083
H 1.8726 -1.8388 4.4629 0.115
H 2.0715 -2.3669 2.7806 0.110
H -0.6158 -1.5387 3.9082 0.099
H 0.0154 -3.1681 3.9766 0.112
H 1.8090 0.7872 4.7924 0.115
H 0.1999 0.2050 4.3901 0.102
H 1.3710 2.0677 2.4165 0.063
H 1.1009 2.7739 3.9885 0.100
C 0.1993 0.3703 -8.7628 -0.065
C 0.0265 0.8675 -7.3522 -0.286
C 0.4072 0.0706 -6.2726 -0.044
C 0.2259 0.5029 -4.9717 -0.084
C -0.3461 1.7463 -4.7273 -0.260
C -0.7204 2.5539 -5.7868 -0.061
C -0.5326 2.1118 -7.0918 -0.052
S -0.5933 2.2758 -3.0359 0.515
O -0.9639 3.6742 -3.1277 -0.328
O 0.6861 1.9978 -2.3954 -0.427
N -1.6490 1.3225 -2.3965 -0.232
C -3.0094 1.5234 -2.4975 -0.279
C -3.6339 2.3540 -3.4134 -0.037
C -5.0291 2.5260 -3.4429 -0.100
C -5.8408 1.8775 -2.5625 -0.077
C -5.2586 1.0041 -1.6134 -0.164
C -6.0478 0.2991 -0.6773 -0.028
C -5.4573 -0.5292 0.2250 -0.042
C -4.0534 -0.6626 0.1981 -0.128
N -3.2910 -0.0451 -0.6691 0.049
C -3.8591 0.7971 -1.5726 -0.172
H 1.1750 -0.0995 -8.8978 0.073
H 0.1107 1.1848 -9.4826 0.066
H -0.5583 -0.3774 -9.0091 0.078
H 0.8416 -0.9067 -6.4528 0.105
H 0.5200 -0.1225 -4.1396 0.089
H -1.1445 3.5275 -5.5785 0.104
H -0.8270 2.7484 -7.9197 0.102
H -3.0320 2.9195 -4.1083 0.081
H -5.4531 3.1996 -4.1797 0.094
H -6.9160 2.0141 -2.5670 0.096
H -7.1237 0.4375 -0.6916 0.108
H -6.0311 -1.0796 0.9591 0.104
H -3.5588 -1.3198 0.9069 0.094
Cl -1.6613 -1.6781 -3.1397 0.642
C -1.6478 -3.3760 -3.5671 -1.006
Cl -0.7083 -3.6948 -5.0636 0.465
H -2.6607 -3.7087 -3.7541 0.021
H -1.1867 -3.9372 -2.7660 0.005
Br 7.4049 -1.1201 -2.5441 0.655
C 5.8166 -0.0909 -2.8675 -0.766
C 5.8384 0.8206 -3.9118 -0.133
C 4.6818 1.5531 -4.1207 -0.064
C 3.5850 1.3474 -3.2976 -0.044
C 3.6921 0.4017 -2.2914 -0.103
N 4.8024 -0.3158 -2.0748 0.044
H 6.7195 0.9427 -4.5240 0.089
H 4.6362 2.2798 -4.9223 0.107
H 2.6550 1.8880 -3.4042 0.082
H 2.8546 0.1978 -1.6334 0.111
```

Values from the calculation:
Electronic energy, eV: -187611.466
Lowest unoccupied orbital energy, eV: 3.383
E_HOMO, eV: -1.8
Net charge: -2
Spin multiplicity: 1
Kohn-Sham gap, hartree: 0.1909


# 2
DFT (ωB97M-V/def2-TZVPD) results for a molecular structure, C39H31GaN4O2STe.

Geometry as XYZ:
```
79
Properties=species:S:1:pos:R:3:lowdin_charge:R:1
Ga -0.2869 0.2655 0.5293 0.354
C 5.4875 3.5785 -1.7302 -0.025
C 4.4362 2.6604 -1.1512 -0.226
C 4.6962 1.3196 -0.8627 0.047
C 3.7435 0.4399 -0.3615 -0.040
C 4.1403 -0.9716 -0.0514 -0.254
O 3.3347 -1.8870 -0.0697 0.056
C 5.5746 -1.2611 0.2820 -0.163
C 6.3796 -0.3460 0.9563 -0.055
C 7.6764 -0.6834 1.3133 -0.058
C 8.1842 -1.9311 0.9735 -0.055
C 7.3911 -2.8435 0.2861 -0.051
C 6.0868 -2.5133 -0.0498 -0.009
C 2.4258 0.8995 -0.1907 -0.220
O 1.4797 0.0436 0.0914 -0.051
C 2.1535 2.2773 -0.3656 -0.049
C 3.1736 3.1172 -0.8602 0.049
C 0.8904 2.8944 0.0196 -0.118
N -0.1740 2.2293 0.3951 0.023
C -1.2963 2.9087 1.0677 -0.254
C -1.2813 2.6941 2.5799 -0.384
Te -0.8283 0.6844 3.1435 1.573
C 1.2421 0.9029 3.4662 -0.517
C 2.0330 -0.2167 3.2370 -0.145
C 3.3980 -0.1424 3.4811 -0.052
C 3.9567 1.0421 3.9463 -0.051
C 3.1528 2.1502 4.1805 -0.054
C 1.7828 2.0845 3.9486 -0.124
C 0.8315 4.3911 0.0435 -0.236
C 0.1831 5.0701 -0.9821 -0.030
C 0.1197 6.4554 -0.9543 -0.047
C 0.6917 7.1577 0.1001 -0.051
C 1.3367 6.4770 1.1249 -0.046
C 1.4168 5.0904 1.0933 -0.026
H 6.4181 3.0447 -1.9171 0.083
H 5.7072 4.4051 -1.0515 0.089
H 5.1568 4.0110 -2.6763 0.090
H 5.6932 0.9381 -1.0531 0.131
H 5.9901 0.6321 1.2149 0.111
H 8.2936 0.0277 1.8488 0.112
H 9.2027 -2.1890 1.2387 0.115
H 7.7900 -3.8130 0.0141 0.114
H 5.4539 -3.2193 -0.5731 0.121
H 2.9473 4.1603 -1.0381 0.134
H -2.2222 2.5106 0.6832 0.069
H -1.2952 3.9769 0.8748 0.127
H -2.2592 2.9029 3.0052 0.067
H -0.5472 3.3126 3.0878 0.047
H 1.6073 -1.1432 2.8693 0.096
H 4.0216 -1.0122 3.3088 0.120
H 5.0208 1.0971 4.1443 0.117
H 3.5858 3.0654 4.5657 0.118
H 1.1656 2.9441 4.1752 0.096
H -0.2576 4.5194 -1.8073 0.129
H -0.3709 6.9872 -1.7599 0.117
H 0.6414 8.2384 0.1181 0.117
H 1.7921 7.0256 1.9403 0.116
H 1.9495 4.5516 1.8724 0.120
N -3.9759 -1.4744 0.0794 0.217
C -4.5684 -0.2700 -0.3031 -0.158
C -5.9004 0.0567 -0.5324 0.012
C -6.1448 1.3275 -1.0041 -0.045
C -5.0917 2.2232 -1.2624 -0.046
C -3.7769 1.8876 -1.0207 -0.019
C -3.5161 0.6216 -0.4852 -0.178
N -2.3046 -0.0401 -0.1790 0.132
C -2.6536 -1.2861 0.1045 -0.251
C -1.6169 -2.2908 0.3147 -0.287
C -1.6219 -3.6411 0.2888 -0.271
S -0.0068 -4.2043 0.3278 1.177
C 0.5929 -2.6258 0.3800 -0.350
N -0.3679 -1.7310 0.3884 -0.036
H -4.4542 -2.3413 0.2676 0.186
H -6.6996 -0.6575 -0.3751 0.127
H -7.1623 1.6338 -1.2073 0.121
H -5.3173 3.1942 -1.6861 0.119
H -2.9859 2.5719 -1.3005 0.116
H -2.4579 -4.3195 0.1934 0.100
H 1.6520 -2.3626 0.3728 0.067
```

Values from the calculation:
Electronic energy, eV: -121495.878
Lowest unoccupied orbital energy, eV: -5.520
E_HOMO, eV: -13.3
Net charge: +2
Spin multiplicity: 1
Kohn-Sham gap, hartree: 0.2842


# 3
DFT (ωB97M-V/def2-TZVPD) results for a molecular structure, C39H32Cl4N9O6SV in a non-equilibrium geometry.

Geometry as XYZ:
```
92
Properties=species:S:1:pos:R:3:lowdin_spin:R:1
V 0.0678 0.6585 -0.3387 1.093
Cl 2.2305 6.7984 -1.1210 0.000
C 2.1440 5.0979 -1.5985 0.000
C 2.4666 4.1893 -0.4286 0.000
C 1.5112 3.0313 -0.5149 0.000
N 1.0261 2.1257 0.4265 -0.002
C 1.3232 2.1784 1.7260 0.006
O 2.1129 2.9445 2.2847 0.016
C 0.4535 1.2156 2.4530 -0.012
C 0.3320 1.2554 3.8377 0.000
C -0.6212 0.4651 4.4529 -0.014
C -1.4165 -0.3398 3.6444 -0.003
C -1.2115 -0.3409 2.2765 -0.008
N -0.3072 0.4249 1.6696 -0.011
C 0.7254 2.2980 -2.6755 0.000
C 1.2308 2.9074 -3.7689 0.001
C 1.4205 4.3669 -3.5486 0.000
Cl 0.8844 5.3754 -4.9124 0.000
N 0.6736 1.0357 -2.1981 -0.011
C 1.3058 -0.0034 -2.7929 -0.008
O 1.5890 -0.1189 -3.9840 -0.008
C 1.7406 -0.9719 -1.7493 -0.029
C 2.4765 -2.1114 -2.0503 -0.003
C 3.0513 -2.8411 -1.0231 -0.023
C 2.9071 -2.3664 0.2810 -0.014
C 2.1138 -1.2599 0.5008 -0.003
N 1.4865 -0.5923 -0.4713 -0.025
H 2.7871 4.6386 0.5000 0.000
H 0.9763 1.9224 4.3915 0.000
H -0.7509 0.4804 5.5260 -0.001
H -2.1958 -0.9547 4.0676 0.000
H -1.8209 -0.9522 1.6286 0.000
H 1.5808 2.4163 -4.6561 0.000
H 2.5739 -2.4033 -3.0866 0.000
H 3.5961 -3.7513 -1.2223 -0.002
H 3.3808 -2.8640 1.1161 0.000
H 1.9661 -0.8803 1.5053 0.001
O -5.4695 2.6728 -0.4868 0.000
C -4.5753 3.5611 -0.8539 0.000
O -4.8817 4.6883 -1.1747 0.000
C -3.1516 3.1172 -0.8664 0.002
C -2.0633 3.9116 -1.2177 0.020
Cl -2.1800 5.5497 -1.6358 0.006
N -0.9260 3.1715 -1.0922 0.004
N -1.2615 1.9437 -0.6863 -0.003
C -2.5747 1.8650 -0.5570 0.027
C -3.1513 0.5101 -0.2379 0.004
O -4.3765 0.4291 0.0048 0.006
O -2.3346 -0.4238 -0.2695 0.001
C 0.4355 3.3314 -1.5873 0.000
C 3.0095 2.8523 -0.8747 0.000
C 3.7472 2.7395 -2.1348 0.000
C 3.7810 3.7075 -3.0432 0.000
C 2.8139 4.8247 -2.9768 0.000
C 0.7853 4.6805 -2.1862 0.000
H -5.0796 1.7371 -0.2601 0.000
H 3.4724 2.2764 -0.0762 0.000
H 4.3777 1.8688 -2.2364 0.000
H 4.3906 3.6547 -3.9309 0.000
H 3.1789 5.7436 -3.4353 0.000
H 0.0114 5.4362 -2.1857 0.000
Cl -1.5488 -5.1864 -2.3417 0.000
C -1.5976 -3.5051 -2.7484 0.000
C -2.2812 -3.0830 -3.8790 -0.001
C -2.2774 -1.7249 -4.1544 0.000
C -1.5815 -0.8735 -3.3096 -0.001
N -0.9218 -1.2922 -2.2415 -0.001
C -0.9354 -2.5806 -1.9529 -0.002
H -2.7940 -3.7921 -4.5132 0.000
H -2.7941 -1.3420 -5.0209 0.000
H -1.5328 0.1898 -3.5056 0.000
H -0.3971 -2.8828 -1.0624 0.000
C 0.0708 -6.7376 2.2757 0.000
N -0.0152 -5.4766 2.9914 0.000
C 1.2621 -5.0923 3.5539 0.000
C -0.6952 -4.4567 2.3256 0.000
S 0.0969 -3.1039 1.7990 -0.001
N -2.0206 -4.6358 2.1644 0.000
C -2.7698 -5.6000 2.9315 0.000
C -2.8207 -3.7415 1.3618 0.000
H 0.8721 -6.7078 1.5271 0.000
H -0.8624 -6.9510 1.7640 0.000
H 0.2882 -7.5354 2.9867 0.000
H 1.6006 -5.8947 4.2073 0.000
H 1.1319 -4.1819 4.1337 0.000
H 2.0201 -4.9069 2.7851 0.000
H -2.1366 -6.0157 3.7121 0.000
H -3.1496 -6.4092 2.3004 0.000
H -3.6266 -5.1011 3.3916 0.000
H -2.1832 -3.1008 0.7558 0.000
H -3.4488 -3.1063 1.9910 0.000
H -3.4680 -4.3308 0.7095 0.000
```

Values from the calculation:
Electronic energy, eV: -153273.754
Lowest unoccupied orbital energy (alpha / beta), eV: 1.900 / 1.865
E_HOMO (alpha / beta), eV: -4.1 / -2.7
Net charge: -1
Spin multiplicity: 2
Kohn-Sham gap (alpha / beta), hartree: 0.2206 / 0.1663


# 4
DFT (ωB97M-V/def2-TZVPD) results for 7 unconnected molecules or ions with the total composition C39H32O13 in a non-equilibrium geometry.

Geometry as XYZ:
```
84
Properties=species:S:1:pos:R:3:lowdin_charge:R:1
O 1.2100 1.4923 -0.1997 0.103
C 0.5326 0.9370 -1.0299 -0.398
C -0.7535 0.3299 -0.5995 0.080
C -1.5579 -0.6697 -1.4324 0.059
C -1.0570 -1.0570 -2.7185 -0.485
O -1.6622 -1.8920 -3.4156 0.072
C 0.1278 -0.3997 -3.1877 0.031
C 0.8590 0.6079 -2.4864 0.074
H -0.9146 0.8057 0.3992 0.099
H -2.6531 -0.8362 -1.1614 0.135
H 0.1478 -0.6837 -4.3784 0.174
H 1.4618 1.3113 -2.7776 0.024
O 1.2470 1.7102 -5.2824 0.073
C 1.1761 2.8817 -5.5692 -0.365
C 1.9715 4.0229 -4.7260 0.172
C 1.5981 5.4835 -5.1972 0.045
C 0.6628 5.9072 -6.1856 -0.501
O 0.2761 7.0336 -6.3990 0.101
C -0.0253 4.7765 -6.8941 0.035
C 0.2976 3.3725 -6.6573 0.017
H 2.6802 3.9623 -4.0501 0.023
H 2.1700 6.3453 -4.6261 0.139
H -0.8776 5.1284 -7.7035 0.168
H -0.2809 2.6882 -7.3311 0.118
O -5.4010 1.7082 3.7000 0.060
C -4.7597 2.2420 2.7640 -0.368
C -5.3280 2.4777 1.3760 0.090
C -4.4421 2.9028 0.2108 0.077
C -2.9737 2.9729 0.4793 -0.353
O -2.1049 3.2451 -0.4329 0.032
C -2.4633 2.8488 1.8729 0.018
C -3.3274 2.6325 2.9396 0.017
H -6.2680 2.1424 1.1497 0.062
H -4.9549 2.9877 -0.8754 0.159
H -1.5775 3.2558 2.1359 0.081
H -3.0462 2.4534 4.1029 0.160
O 3.9313 0.1535 6.6638 0.064
C 3.2917 -0.1954 5.6454 -0.375
C 2.5589 -1.4785 5.4350 0.080
C 1.8887 -1.7064 4.1002 0.042
C 1.6899 -0.7154 3.1460 -0.466
O 1.0205 -0.8508 2.0908 0.055
C 2.3712 0.5615 3.2925 0.032
C 3.1456 0.8453 4.4790 0.080
H 2.7871 -2.3835 6.2563 0.178
H 1.3479 -2.6719 3.9367 0.130
H 2.4104 1.2185 2.4973 0.082
H 3.7601 1.7707 4.6023 0.119
O -2.7448 -0.8362 2.3373 0.051
C -2.7635 -0.4751 3.5506 -0.391
C -3.7942 -0.7058 4.5989 0.107
C -3.5629 -0.1610 6.0868 0.147
C -2.2507 0.5477 6.4861 -0.398
O -2.1147 1.0422 7.5979 0.084
C -1.2643 0.7696 5.3478 0.031
C -1.5100 0.2244 3.9931 0.006
H -4.6183 -1.3192 4.5383 0.064
H -4.2571 -0.0518 6.8102 0.054
H -0.2417 1.2646 5.5458 0.126
H -0.5966 0.4404 3.3206 0.111
O 3.8482 0.3684 -3.7126 0.065
C 3.8442 -0.8806 -3.6506 -0.433
C 4.4943 -1.5681 -2.4395 0.121
C 4.2726 -3.0627 -2.3357 0.067
C 3.4013 -3.8095 -3.2780 -0.438
O 3.1412 -4.9987 -3.0625 0.086
C 2.9966 -3.0419 -4.4348 0.050
C 3.2058 -1.6367 -4.5985 -0.012
H 5.0163 -1.0264 -1.7537 0.062
H 4.4378 -3.4854 -1.3303 0.108
H 2.3316 -3.5174 -5.3094 0.166
H 2.9048 -1.0286 -5.4952 0.145
C 0.6803 -3.6839 0.0488 -0.063
C -0.7861 -3.9894 0.4176 -0.494
C -1.2147 -5.4914 0.0066 -0.036
O -0.9525 -3.9164 1.7574 -0.066
H 1.4110 -4.4069 0.3384 0.051
H 1.2072 -2.7591 0.1331 0.040
H 0.8279 -4.0246 -1.0973 0.117
H -1.3384 -3.3376 -0.1339 0.076
H -0.3770 -6.3528 0.1159 0.110
H -1.3191 -5.8211 -1.0640 0.075
H -1.9147 -5.9566 0.6275 0.027
H -0.5927 -2.9879 2.0786 0.134
```

Values from the calculation:
Electronic energy, eV: -67556.073
Lowest unoccupied orbital energy, eV: -2.737
E_HOMO, eV: -9.6
SMILES: O=C1C=CC(=O)C=C1.O=C1C=CC(=O)C=C1.O=C1C=CC(=O)C=C1.O=C1C=CC(=O)C=C1.O=C1C=CC(=O)C=C1.O=C1C=CC(=O)C=C1.CC(C)O
Spin multiplicity: 1
Kohn-Sham gap, hartree: 0.2520